{"formula": "C6H13N", "method": "ωB97M-V/def2-TZVPD", "lumo_ev": 1.1, "total_charge": 0, "multiplicity": 1, "energy_ev": -7922.63778, "homo_lumo_gap_ev": 8.8987, "de_lowest_kj_mol": 18.85, "homo_energy_ev": -7.79, "smiles": "CCC/C=C(/C)N", "species": ["C", "C", "C", "N", "C", "C", "C", "H", "H", "H", "H", "H", "H", "H", "H", "H", "H", "H", "H", "H"], "coordinates": [[0.476, -1.430, 2.284], [-0.870, -0.866, 1.826], [-1.006, -0.611, 0.330], [-0.130, -0.007, -2.415], [0.176, 0.849, -1.357], [-0.168, 0.557, -0.103], [1.163, 1.930, -1.681], [1.313, -0.837, 1.956], [0.476, -1.422, 3.374], [0.698, -2.439, 1.940], [-1.600, -1.615, 2.129], [-1.060, 0.069, 2.354], [-2.056, -0.427, 0.107], [-0.748, -1.482, -0.285], [0.058, 0.290, -3.357], [-1.005, -0.502, -2.376], [0.108, 1.287, 0.634], [2.123, 1.498, -1.968], [1.209, 2.628, -0.846], [0.844, 2.531, -2.544]], "atomic_forces_ev_per_a": [[-0.07, 0.26, 0.18], [0.35, -0.84, -0.19], [0.22, 0.25, -0.29], [-0.24, -0.26, -0.35], [0.62, -0.63, -0.22], [-0.46, 0.26, -0.16], [-0.70, 0.49, -0.46], [0.32, 0.48, -0.15], [0.19, -0.18, 0.07], [-0.36, -0.14, -0.06], [-0.39, 0.22, 0.09], [-0.15, -0.04, 0.08], [-0.29, 0.12, -0.01], [0.14, -0.13, 0.29], [0.13, 0.31, 0.11], [0.01, -0.02, 0.22], [0.17, 0.12, 0.43], [0.13, 0.08, 0.35], [0.47, -0.18, 0.03], [-0.09, -0.16, 0.05]]}